Entry 1:
Computed, not measured: a cluster of 2 separate species, C2H6NS in total, with ωB97M-V/def2-TZVPD.

Values from the calculation:
Spin multiplicity = 1
Total charge = -1
HOMO-LUMO gap = 7.172 eV

Last column: Mulliken charge in e.
Atoms and positions in Å:
S  2.471  -0.345  0.346  -0.830
H  3.609  -1.116  0.395  -0.047
C  -1.184  -0.741  0.027  -0.514
C  -0.375  1.476  -0.322  0.082
N  -1.429  0.688  -0.207  -0.488
H  -1.511  -1.054  0.955  0.256
H  -0.117  -1.072  0.016  0.091
H  -1.635  -1.469  -0.645  0.248
H  -0.402  2.467  -0.719  0.279
H  0.573  1.166  0.153  -0.077

=====

Entry 2:
Computed, not measured: a cluster of 2 separate species, C2H6NS in total, with ωB97M-V/def2-TZVPD.

Values from the calculation:
Spin multiplicity = 1
Total charge = -1
HOMO-LUMO gap = 6.470 eV

Last column: Mulliken charge in e.
Atoms and positions in Å:
S  2.000  -0.363  3.009  -0.913
H  2.427  0.844  3.445  -0.068
C  -0.367  -1.039  -1.400  -0.731
C  -0.693  0.246  -1.194  -0.154
N  -1.049  0.862  0.030  -0.558
H  0.343  -1.404  -0.645  0.289
H  -0.523  -1.502  -2.373  0.242
H  -0.510  0.933  -2.018  0.316
H  -1.346  0.097  0.629  0.299
H  -0.283  1.327  0.516  0.277

=====

Entry 3:
Computed, not measured: the ion C2H6NS with charge +1, with ωB97M-V/def2-TZVPD.

Values from the calculation:
Spin multiplicity = 3
Total charge = +1
HOMO-LUMO gap (spin up / spin down) = 6.402 / 9.274 eV
Expectation value of S² = 2.003

Last column: Mulliken charge in e.
Atoms and positions in Å:
C  0.229  0.792  0.874  -0.552
C  0.927  -0.695  -0.519  -0.459
N  -0.446  -0.074  -0.101  -0.218
S  1.489  -0.488  1.220  0.083
H  0.724  1.551  0.347  0.374
H  -0.406  1.172  1.652  0.369
H  0.899  -1.621  -0.917  0.388
H  1.428  0.044  -1.163  0.315
H  -0.913  -0.807  0.415  0.341
H  -0.824  0.551  -0.829  0.359

=====

Entry 4:
Computed, not measured: an isolated molecule of C2H6O, with ωB97M-V/def2-TZVPD.

Values from the calculation:
Spin multiplicity = 1
HOMO-LUMO gap = 11.335 eV
SMILES = CCO

Last column: Mulliken charge in e.
Atoms and positions in Å:
C  0.848  -0.221  0.076  -0.908
C  -0.463  0.587  0.030  -0.133
O  -1.542  -0.340  0.142  -0.486
H  1.860  0.198  -0.217  0.284
H  0.852  -1.179  -0.554  0.277
H  0.962  -0.519  1.129  0.250
H  -0.591  1.248  0.864  0.245
H  -0.596  1.253  -0.993  0.182
H  -1.330  -1.028  -0.478  0.289

=====

Entry 5:
Computed, not measured: an isolated molecule of C2H6O, with ωB97M-V/def2-TZVPD.

Values from the calculation:
Spin multiplicity = 1
HOMO-LUMO gap = 11.466 eV
SMILES = CCO

Last column: Mulliken charge in e.
Atoms and positions in Å:
C  -0.292  0.157  -0.868  -0.920
C  0.077  0.297  0.588  -0.261
O  0.193  -0.986  1.211  -0.520
H  0.514  -0.368  -1.384  0.286
H  -0.609  1.123  -1.248  0.309
H  -1.143  -0.508  -1.050  0.272
H  0.973  0.888  0.740  0.257
H  -0.682  0.825  1.174  0.280
H  0.968  -1.427  0.838  0.297

=====

Entry 6:
Computed, not measured: an isolated molecule of C2H6O2, with ωB97M-V/def2-TZVPD.

Values from the calculation:
Spin multiplicity = 1
HOMO-LUMO gap = 10.926 eV
SMILES = OCCO

Last column: Mulliken charge in e.
Atoms and positions in Å:
O  -0.148  -1.235  0.785  -0.556
C  0.371  -0.585  -0.366  -0.261
C  0.151  0.913  -0.159  -0.377
O  -1.121  1.162  0.384  -0.515
H  -0.291  -2.165  0.575  0.295
H  1.443  -0.797  -0.480  0.266
H  -0.150  -0.924  -1.272  0.301
H  0.950  1.320  0.481  0.233
H  0.205  1.427  -1.125  0.283
H  -1.271  0.434  1.008  0.331

=====

Entry 7:
Computed, not measured: a cluster of 2 separate species, C2H6O2 in total, with ωB97M-V/def2-TZVPD.

Values from the calculation:
Spin multiplicity = 2
Total charge = +1
HOMO-LUMO gap (spin up / spin down) = 11.512 / 7.357 eV
Expectation value of S² = 0.757

Last column: Mulliken charge in e.
Atoms and positions in Å:
C  0.585  -0.846  -0.985  -0.486
C  0.038  0.257  -1.553  0.433
O  -0.758  1.114  -0.945  -0.263
H  1.310  -1.469  -1.508  0.302
H  0.481  -1.072  0.075  0.268
H  0.186  0.579  -2.582  0.373
H  -0.581  1.128  0.022  0.367
H  -0.388  -0.696  2.488  0.326
H  -0.627  0.800  2.818  0.316
O  -0.248  0.204  2.171  -0.635

=====

Entry 8:
Computed, not measured: an isolated molecule of C2H6O2P2, with ωB97M-V/def2-TZVPD.

Values from the calculation:
Spin multiplicity = 1
HOMO-LUMO gap = 8.014 eV
SMILES = C=[P@H](C)OP=O

Last column: Mulliken charge in e.
Atoms and positions in Å:
C  0.421  -1.489  -0.659  -1.090
P  0.737  -0.187  0.407  0.622
C  -0.422  1.163  0.129  -0.897
O  2.108  0.476  -0.134  -0.043
P  3.725  0.351  -0.236  0.266
O  4.161  -0.639  0.718  -0.443
H  1.028  -2.277  -0.554  0.355
H  -0.610  -1.758  -0.476  0.307
H  1.123  -0.132  1.757  0.031
H  -0.026  2.251  0.065  0.287
H  -1.114  0.750  -0.717  0.293
H  -1.151  1.365  1.082  0.313

=====

Entry 9:
Computed, not measured: a structure of composition C2H6O2PS, with ωB97M-V/def2-TZVPD.

Values from the calculation:
Spin multiplicity = 3
Total charge = -1
HOMO-LUMO gap (spin up / spin down) = 5.729 / 7.123 eV
Expectation value of S² = 2.008

Last column: Mulliken charge in e.
Atoms and positions in Å:
C  -0.801  0.347  0.160  -1.047
C  0.725  0.117  0.009  -0.684
O  1.165  -2.118  1.683  -0.529
O  2.804  0.176  2.656  -0.434
P  1.344  -1.672  0.200  0.012
S  1.922  -0.830  3.223  0.112
H  -1.040  1.182  0.966  0.205
H  -1.308  0.478  -0.772  0.312
H  -1.387  -0.369  0.610  0.393
H  1.313  0.732  0.706  0.325
H  1.063  0.370  -0.939  0.409
H  2.689  -1.077  0.167  -0.076

=====

Entry 10:
Computed, not measured: a cluster of 2 separate species, C2H6O2PS2 in total, with ωB97M-V/def2-TZVPD.

Values from the calculation:
Spin multiplicity = 1
Total charge = +1
HOMO-LUMO gap = 10.384 eV

Last column: Mulliken charge in e.
Atoms and positions in Å:
C  -2.710  -2.461  -0.273  0.068
C  1.721  1.134  -0.080  -0.317
O  -3.698  -2.969  -0.229  -0.065
O  1.328  1.798  1.102  -0.479
P  0.349  -0.133  -0.089  0.362
S  0.404  -1.657  -1.489  -0.134
S  -0.148  -0.932  1.860  -0.142
H  -0.867  0.753  -0.361  0.227
H  1.715  1.738  -0.946  0.367
H  2.690  0.641  0.003  0.362
H  2.070  2.393  1.509  0.333
H  -0.849  -2.117  -1.311  0.166
H  -0.330  0.408  2.293  0.251